Entry A
The following is a DFT calculation (wB97M-V/def2-TZVPD) of an isolated molecule of C3H3NS2.

Each atom is followed by the atoms it is bonded to, with distances in Å.
CARTESIAN COORDINATES (ANGSTROEM)
1 C 2.052 1.279 -0.124  C2 1.340, N4 1.148
2 C 0.753 0.948 -0.096  C1 1.340, S6 1.724
3 C -1.462 -0.170 0.069  S6 1.831, H7 1.139, H8 1.096, H9 1.028
4 N 3.036 1.848 0.032  C1 1.148
5 S 0.168 -2.881 -0.245  S6 2.180
6 S 0.281 -0.710 -0.075  C2 1.724, C3 1.831, S5 2.180
7 H -1.250 0.509 0.959  C3 1.139
8 H -2.008 -1.082 0.339  C3 1.096
9 H -1.571 0.258 -0.859  C3 1.028

spin multiplicity = 3
LUMO energy (spin up / spin down) = -0.06787 / -0.11296 Ha
⟨S²⟩ = 2.033
Kohn-Sham gap (spin up / spin down) = 6.3 / 6.3 eV
HOMO level (spin up / spin down) = -0.2983 / -0.3427 Ha

Entry B
The following is a DFT calculation (wB97M-V/def2-TZVPD) of a cluster of 2 separate species, C3H3NS2 in total.

Each atom is followed by the atoms it is bonded to, with distances in Å.
CARTESIAN COORDINATES (ANGSTROEM)
1 C 1.908 -0.720 0.443  N4 1.204, S5 1.545
2 C -1.751 0.337 -0.486  C3 1.277, S6 1.564
3 C -0.866 1.256 -0.545  C2 1.277, H7 1.113, H8 1.099
4 N 1.264 -1.570 1.000  C1 1.204, H9 1.009
5 S 2.198 0.347 -0.636  C1 1.545
6 S -2.893 -0.722 -0.344  C2 1.564
7 H -1.349 2.159 -0.978  C3 1.113
8 H 0.168 0.933 -0.354  C3 1.099
9 H 1.321 -2.021 1.901  N4 1.009

spin multiplicity = 3
LUMO energy (spin up / spin down) = 0.00696 / -0.08219 Ha
⟨S²⟩ = 2.019
Kohn-Sham gap (spin up / spin down) = 6.1 / 7.4 eV
HOMO level (spin up / spin down) = -0.2162 / -0.3555 Ha

Quick look at relative energies in kcal/mol: entry A 44.1; entry B 0.0.